No. 1
ORCA calculation (wB97M-V/def2-TZVPD) on a 2-piece molecular cluster, C12H27F3NO3P overall.

Geometry as ORCA input:
```
! wB97M-V def2-TZVPD RIJCOSX def2/J DEFGRID3
* xyz 0 1
C 2.310 -0.104 1.334
O 2.132 0.844 0.312
C 0.877 0.802 -0.340
C 0.566 2.164 -0.927
C 0.088 3.190 0.091
P -1.447 2.673 1.105
C -2.974 2.159 2.118
C -4.188 3.057 1.927
C -5.085 2.720 0.729
C -5.555 1.264 0.630
N -5.233 0.670 -0.700
H 2.876 0.328 2.154
H 1.373 -0.465 1.759
H 2.846 -0.984 0.978
H 0.084 0.488 0.340
H 0.902 0.065 -1.151
H -0.126 2.039 -1.757
H 1.495 2.527 -1.367
H -0.088 4.146 -0.398
H 0.900 3.351 0.802
H -0.596 2.118 2.116
H -1.796 4.054 1.247
H -1.924 1.908 -0.009
H -2.685 2.181 3.168
H -3.174 1.116 1.879
H -4.785 3.119 2.832
H -3.811 4.071 1.766
H -5.970 3.349 0.805
H -4.603 2.999 -0.202
H -5.123 0.646 1.409
H -6.630 1.236 0.783
H -6.090 0.560 -1.227
H -4.838 -0.252 -0.567
C 4.684 -2.122 -1.262
C 3.578 -3.098 -0.921
O 3.624 -4.256 -1.778
C 4.503 -5.194 -1.447
O 5.245 -5.188 -0.508
C 4.410 -6.360 -2.448
F 4.378 -5.910 -3.714
F 3.284 -7.063 -2.218
F 5.458 -7.176 -2.309
H 4.641 -1.854 -2.318
H 4.584 -1.215 -0.667
H 5.665 -2.554 -1.069
H 2.605 -2.646 -1.101
H 3.617 -3.404 0.124
*
```

Summary:
orbital gap = 8.76 eV
lowest unoccupied orbital energy = 0.705 eV
SMILES = CCOC(=O)C(F)(F)F.COCCC[PH3]CCCCN

No. 2
ORCA calculation (wB97M-V/def2-TZVPD) on a 4-piece molecular cluster, C4H10Cl6O2 overall at a distorted geometry.

Geometry as ORCA input:
```
! wB97M-V def2-TZVPD RIJCOSX def2/J DEFGRID3
* xyz 0 1
C 4.525 0.476 0.157
O 3.742 -0.729 0.216
H 3.896 1.135 -0.484
H 4.766 0.738 1.184
H 5.398 0.282 -0.499
H 2.988 -0.764 0.830
C -3.955 -0.690 -0.560
O -2.824 0.124 -0.566
H -4.446 -0.651 -1.577
H -3.697 -1.672 -0.320
H -4.735 -0.372 0.180
H -2.782 0.791 0.152
C -0.438 -0.193 1.898
Cl -1.557 0.960 2.546
Cl -1.039 -1.830 2.166
Cl 1.129 -0.075 2.825
H -0.204 0.024 0.844
C -0.216 0.500 -1.772
Cl 0.021 1.975 -0.844
Cl 1.179 -0.648 -1.449
Cl -0.539 0.647 -3.511
H -1.212 -0.025 -1.416
*
```

Summary:
orbital gap = 10.29 eV
lowest unoccupied orbital energy = 0.320 eV
SMILES = ClC(Cl)Cl.ClC(Cl)Cl.CO.CO

No. 3
ORCA calculation (wB97M-V/def2-TZVPD) on one molecule with the formula C4H9NO.

Geometry as ORCA input:
```
! wB97M-V def2-TZVPD RIJCOSX def2/J DEFGRID3
* xyz 0 1
C -1.611 -0.458 0.415
N -0.418 0.185 -0.105
C -0.607 1.614 -0.271
C 1.881 -1.140 -0.768
C 1.636 -0.714 0.465
O 0.571 0.018 0.907
H -2.407 -0.339 -0.327
H -1.934 -0.023 1.375
H -1.411 -1.523 0.550
H -1.046 2.092 0.621
H 0.355 2.079 -0.496
H -1.278 1.758 -1.123
H 1.200 -0.920 -1.579
H 2.775 -1.719 -0.969
H 2.294 -0.911 1.305
*
```

Summary:
orbital gap = 9.96 eV
lowest unoccupied orbital energy = 1.083 eV
SMILES = C=CON(C)C

No. 4
ORCA calculation (wB97M-V/def2-TZVPD) on an isolated ion of composition C7H12NO2 and charge +1 at a distorted geometry.

Geometry as ORCA input:
```
! wB97M-V def2-TZVPD RIJCOSX def2/J DEFGRID3
* xyz 1 1
C -0.431 0.418 0.393
C 0.560 -0.688 -1.743
C 0.862 0.501 1.219
C 1.519 1.820 1.467
C -0.609 -0.601 -0.658
C -0.026 -1.897 -0.150
C -2.074 -0.827 -1.051
N 1.978 0.952 0.418
O 0.912 -2.012 -1.053
O -0.070 -2.726 0.830
H -1.257 0.358 1.032
H -0.480 1.402 -0.138
H 0.390 -0.899 -2.838
H 0.999 2.686 1.145
H 1.056 -0.257 1.888
H 2.101 1.944 2.344
H -2.633 -1.264 -0.281
H -2.312 -1.399 -1.996
H -2.570 0.213 -1.330
H 2.936 0.545 0.604
H 1.437 -0.048 -1.687
H 0.705 -3.342 0.779
*
```

Summary:
orbital gap = 9.20 eV
lowest unoccupied orbital energy = -4.101 eV

No. 5
ORCA calculation (wB97M-V/def2-TZVPD) on one molecule with the formula C2H3N3O2 at a distorted geometry.

Geometry as ORCA input:
```
! wB97M-V def2-TZVPD RIJCOSX def2/J DEFGRID3
* xyz 0 1
C 0.446 -0.283 -0.053
C -1.622 -0.494 -0.002
H 3.431 -0.270 -0.302
H -2.689 -0.882 0.391
H -1.942 1.501 0.419
N 1.635 -0.638 -0.100
N -0.622 -1.216 -0.123
N -1.423 0.895 -0.152
O 2.739 0.364 0.069
O 0.046 1.023 -0.147
*
```

Summary:
orbital gap = 9.72 eV
lowest unoccupied orbital energy = 0.634 eV
SMILES = O/N=c1/nc[nH]o1